(1)
ORCA calculation (the ωB97M-V functional and the def2-TZVPD basis) on a cluster of 11 separate species, C41H60O33 in total at a distorted geometry.

Geometry (Å):
1 C 5.120 -3.189 1.731
2 C 3.719 -2.794 1.233
3 O 3.503 -1.572 1.957
4 C 4.512 -1.430 2.872
5 O 4.698 -0.469 3.621
6 O 5.218 -2.518 2.964
7 H 5.918 -2.968 1.021
8 H 5.205 -4.254 1.943
9 H 3.050 -3.594 1.551
10 H 3.771 -2.649 0.154
11 C -2.437 -2.984 1.809
12 C -2.583 -4.176 2.679
13 O -1.389 -4.852 2.576
14 C -0.736 -4.392 1.519
15 O 0.269 -4.887 1.002
16 O -1.426 -3.392 0.994
17 H -1.954 -2.252 2.457
18 H -3.424 -2.801 1.383
19 H -3.404 -4.882 2.552
20 H -2.665 -3.747 3.678
21 C -0.328 1.106 0.785
22 C 0.559 -0.020 1.259
23 O 0.729 -0.761 0.095
24 C -0.298 -0.491 -0.760
25 O -0.517 -1.118 -1.790
26 O -1.043 0.466 -0.277
27 H 0.233 1.965 0.417
28 H -1.076 1.349 1.540
29 H 0.012 -0.578 2.019
30 H 1.489 0.265 1.753
31 C 0.953 -1.093 -5.366
32 C -0.573 -1.163 -5.583
33 C -1.189 0.127 -6.108
34 O -1.765 -0.281 -7.325
35 C -1.611 -1.607 -7.529
36 O -1.918 -2.162 -8.586
37 O -0.864 -2.108 -6.617
38 H 1.283 -2.088 -5.068
39 H 1.213 -0.236 -4.744
40 H 1.320 -0.782 -6.344
41 H -1.132 -1.447 -4.691
42 H -0.411 0.869 -6.288
43 H -1.877 0.419 -5.315
44 C 2.799 -3.527 -2.819
45 C 1.685 -4.414 -2.075
46 C 0.366 -4.433 -2.724
47 O -0.024 -5.762 -2.881
48 C 0.986 -6.582 -2.505
49 O 1.142 -7.790 -2.681
50 O 2.014 -5.794 -2.083
51 H 3.643 -3.773 -2.174
52 H 2.572 -2.462 -2.786
53 H 2.907 -3.921 -3.829
54 H 1.608 -4.131 -1.025
55 H 0.474 -3.940 -3.690
56 H -0.279 -3.753 -2.167
57 C -1.482 4.762 -1.153
58 C -1.923 3.461 -1.919
59 C -3.379 3.521 -2.401
60 O -3.324 2.702 -3.517
61 C -2.188 2.976 -4.110
62 O -1.956 2.849 -5.306
63 O -1.334 3.568 -3.236
64 H -0.406 4.663 -1.011
65 H -1.921 4.792 -0.156
66 H -1.686 5.691 -1.686
67 H -1.745 2.479 -1.480
68 H -3.792 4.513 -2.583
69 H -4.108 3.149 -1.680
70 C -3.163 -5.144 -2.234
71 C -3.973 -3.922 -2.689
72 C -3.487 -2.541 -2.196
73 O -3.572 -1.710 -3.345
74 C -4.033 -2.384 -4.394
75 O -4.366 -1.921 -5.474
76 O -4.024 -3.704 -4.076
77 H -3.240 -6.063 -2.815
78 H -3.136 -5.248 -1.149
79 H -2.163 -4.765 -2.444
80 H -4.966 -4.148 -2.299
81 H -2.448 -2.462 -1.876
82 H -4.149 -2.158 -1.419
83 C 4.321 6.441 -0.040
84 C 3.475 5.584 -0.998
85 C 4.394 4.661 -1.894
86 O 3.750 3.422 -1.730
87 C 2.731 3.542 -0.811
88 O 1.906 2.658 -0.632
89 O 2.729 4.672 -0.211
90 H 5.143 5.855 0.373
91 H 3.718 6.888 0.750
92 H 4.878 7.174 -0.624
93 H 2.875 6.117 -1.735
94 H 5.411 4.641 -1.503
95 H 4.446 4.965 -2.940
96 C 2.747 -0.108 6.429
97 C 1.310 0.057 5.862
98 C 1.113 0.008 4.405
99 O -0.078 -0.719 4.350
100 C -0.377 -1.315 5.467
101 O -1.352 -1.924 5.803
102 O 0.619 -1.073 6.341
103 H 3.499 0.490 5.914
104 H 3.091 -1.127 6.254
105 H 2.822 0.100 7.496
106 H 0.860 0.940 6.317
107 H 1.890 -0.503 3.836
108 H 1.081 1.016 3.989
109 C 3.537 4.046 4.945
110 C 2.242 4.493 4.322
111 C 2.157 5.006 2.954
112 O 0.902 4.578 2.497
113 C 0.423 3.609 3.314
114 O -0.632 3.032 3.126
115 O 1.324 3.422 4.294
116 H 3.451 3.453 5.856
117 H 4.202 4.909 4.975
118 H 4.109 3.420 4.260
119 H 1.864 5.247 5.013
120 H 2.940 4.654 2.283
121 H 2.115 6.093 2.894
122 C -4.084 0.251 3.299
123 C -4.879 0.673 2.070
124 C -4.741 2.093 1.597
125 O -4.094 1.935 0.404
126 C -4.144 0.679 -0.035
127 O -3.896 0.334 -1.141
128 O -4.583 -0.104 0.895
129 H -4.250 -0.786 3.594
130 H -4.375 0.873 4.146
131 H -3.020 0.315 3.069
132 H -5.944 0.457 2.141
133 H -4.030 2.712 2.144
134 H -5.678 2.645 1.529

Output
**Gap between HOMO and LUMO (spin up / spin down)**: 0.0576 / 0.3611 Eh
**F_max**: 0.093 hartree/bohr
**E**: -111056.200 eV
**HOMO level (spin up / spin down)**: 0.0 / -8.3 eV
**Spin multiplicity**: 2
**Charge**: -1

---

(2)
ORCA calculation (the ωB97M-V functional and the def2-TZVPD basis) on an isolated molecule of C4H8OS at a distorted geometry.

Geometry (Å):
1 C -2.247 1.117 -0.037
2 S -2.250 -0.749 0.152
3 C -0.585 -1.067 -0.546
4 O -0.144 -2.293 0.016
5 C 0.423 -1.093 0.470
6 C 1.875 -0.894 0.007
7 H -3.240 1.549 0.071
8 H -1.763 1.496 -0.986
9 H -1.695 1.653 0.848
10 H -0.429 -0.859 -1.602
11 H 0.158 -0.873 1.546
12 H 1.859 -0.920 -1.038
13 H 2.528 -1.631 0.494
14 H 2.243 0.051 0.357

Output
**Gap between HOMO and LUMO**: 0.3542 Eh
**F_max**: 0.053 hartree/bohr
**E**: -17158.578 eV
**HOMO level**: -8.7 eV
**ΔE to the lowest compared entry with this formula, charge and spin**: 180.7 kJ/mol
**Structure (SMILES)**: CS[C@@H]1O[C@H]1C

---

(3)
ORCA calculation (the ωB97M-V functional and the def2-TZVPD basis) on a structure of composition C40H35BrClF22NO14Sb at a distorted geometry.

Geometry (Å):
1 O -0.772 6.326 -1.541
2 C -1.146 5.218 -1.318
3 F -2.228 5.055 -0.514
4 N -0.419 4.096 -1.861
5 C -1.233 3.401 -2.870
6 O -2.314 3.879 -3.122
7 Sb -0.562 1.569 -4.000
8 Cl -2.420 1.977 -5.591
9 C 0.536 2.971 -5.294
10 C 2.073 3.144 -5.129
11 C 2.483 4.498 -4.399
12 Br 4.462 4.710 -4.581
13 C 1.082 1.278 -2.569
14 C 1.837 -0.096 -2.626
15 C 2.622 -0.466 -1.290
16 C 2.340 -1.944 -0.834
17 C 2.461 -2.273 0.582
18 C 2.152 -3.631 1.005
19 C 1.732 -4.679 0.107
20 C 1.653 -4.372 -1.317
21 C 1.959 -3.022 -1.724
22 C 0.092 -0.035 -5.402
23 C -0.880 -1.000 -5.961
24 C -0.483 -2.063 -6.876
25 C 0.902 -2.239 -7.311
26 C 1.853 -1.279 -6.813
27 C 1.439 -0.227 -5.896
28 C -1.918 0.168 -2.904
29 F -1.445 -1.161 -2.911
30 F -3.078 0.039 -3.689
31 C -2.478 0.436 -1.471
32 F -3.590 -0.458 -1.411
33 F -3.171 1.615 -1.288
34 C -1.641 -0.012 -0.198
35 F -0.395 -0.518 -0.452
36 F -2.285 -1.080 0.433
37 C -1.518 1.053 0.951
38 F -2.786 1.233 1.485
39 F -1.174 2.310 0.485
40 C -0.507 0.776 2.108
41 F 0.783 0.931 1.624
42 F -0.635 1.828 2.999
43 C -0.528 -0.577 2.892
44 F 0.547 -0.459 3.791
45 F -0.156 -1.660 2.144
46 C -1.748 -0.871 3.832
47 F -1.947 0.119 4.778
48 F -2.946 -1.025 3.201
49 C -1.574 -2.196 4.717
50 F -0.681 -2.047 5.721
51 F -2.801 -2.347 5.346
52 F -1.409 -3.313 3.985
53 H 0.406 4.531 -2.277
54 H 0.333 2.677 -6.361
55 H 0.048 3.988 -5.200
56 H 2.532 3.240 -6.157
57 H 2.656 2.344 -4.619
58 H 1.940 5.382 -4.798
59 H 2.314 4.315 -3.309
60 H 1.882 2.075 -2.597
61 H 0.607 1.495 -1.563
62 H 1.132 -0.886 -2.965
63 H 2.653 0.024 -3.392
64 H 3.730 -0.423 -1.486
65 H 2.334 0.228 -0.465
66 H 2.781 -1.465 1.270
67 H 2.225 -3.857 2.093
68 H 1.462 -5.709 0.419
69 H 1.337 -5.110 -2.091
70 H 1.867 -2.778 -2.812
71 H -1.963 -0.978 -5.723
72 H -1.221 -2.803 -7.262
73 H 1.169 -3.080 -7.981
74 H 2.926 -1.361 -7.110
75 H 2.259 0.433 -5.547
76 C 3.445 0.070 -10.928
77 C 2.858 1.383 -11.363
78 O 1.613 1.411 -10.700
79 C 1.781 0.677 -9.554
80 O 1.043 0.700 -8.632
81 O 2.918 -0.079 -9.615
82 F 2.638 1.403 -12.704
83 H 3.112 -0.763 -11.551
84 H 4.535 0.084 -10.913
85 H 3.447 2.257 -11.075
86 C -4.969 -1.073 8.611
87 C -3.507 -0.739 8.580
88 O -3.115 -0.896 9.931
89 C -3.952 -1.842 10.453
90 O -3.754 -2.418 11.473
91 O -5.034 -2.046 9.655
92 F -3.306 0.552 8.217
93 H -5.591 -0.216 8.876
94 H -5.322 -1.486 7.667
95 H -2.908 -1.397 7.946
96 C 3.558 -5.163 5.071
97 C 4.853 -5.922 5.064
98 O 5.291 -5.793 3.727
99 C 4.784 -4.603 3.281
100 O 5.155 -4.041 2.308
101 O 3.799 -4.144 4.105
102 F 4.653 -7.237 5.331
103 H 2.712 -5.775 4.751
104 H 3.330 -4.732 6.046
105 H 5.614 -5.522 5.739
106 C -3.601 4.212 10.445
107 C -4.814 5.049 10.159
108 O -5.597 4.202 9.341
109 C -5.283 2.929 9.714
110 O -5.928 1.971 9.437
111 O -4.141 2.893 10.451
112 F -4.489 6.158 9.452
113 H -2.844 4.291 9.662
114 H -3.143 4.453 11.403
115 H -5.386 5.333 11.046

Output
**Gap between HOMO and LUMO**: 0.2651 Eh
**F_max**: 0.080 hartree/bohr
**E**: -221087.519 eV
**HOMO level**: -5.6 eV
**Charge**: -1

---

(4)
ORCA calculation (the ωB97M-V functional and the def2-TZVPD basis) on a structure of composition C3H6N2O at a distorted geometry.

Geometry (Å):
1 N -0.880 -0.633 1.305
2 C -0.401 -0.597 -0.039
3 C -0.789 0.748 -0.612
4 O 0.498 0.837 -1.274
5 C 1.015 -0.146 -0.432
6 N 2.204 -0.403 -0.123
7 H -0.287 -1.252 1.862
8 H -0.946 0.393 1.540
9 H -0.709 -1.418 -0.695
10 H -1.604 0.860 -1.343
11 H -0.970 1.412 0.426
12 H 2.869 0.201 -0.615

Output
**Gap between HOMO and LUMO**: 0.3927 Eh
**F_max**: 0.068 hartree/bohr
**E**: -8233.893 eV
**HOMO level**: -9.7 eV
**ΔE to the lowest compared entry with this formula, charge and spin**: 270.7 kJ/mol

---

(5)
ORCA calculation (the ωB97M-V functional and the def2-TZVPD basis) on an isolated molecule of C3H4ClNO at a distorted geometry.

Geometry (Å):
1 C -0.263 -0.319 -0.074
2 C 0.914 0.516 -0.043
3 C 2.260 0.163 0.017
4 Cl 2.794 -1.461 0.097
5 N 3.286 1.312 -0.018
6 O 4.394 0.979 -0.038
7 H -1.124 -0.062 -0.758
8 H -0.769 -0.226 1.052
9 H 0.080 -1.362 -0.219
10 H 0.881 1.665 0.090

Output
**Gap between HOMO and LUMO**: 0.3277 Eh
**F_max**: 0.100 hartree/bohr
**E**: -19232.341 eV
**HOMO level**: -9.3 eV
**ΔE to the lowest compared entry with this formula, charge and spin**: 331.3 kJ/mol
**Structure (SMILES)**: C/C=C(\Cl)N=O

---

(6)
ORCA calculation (the ωB97M-V functional and the def2-TZVPD basis) on an isolated molecule of C13H21NO4.

Geometry (Å):
1 C -4.002 -1.261 -0.150
2 C -2.823 -0.438 0.271
3 C -2.186 -0.685 1.478
4 C -1.082 0.047 1.876
5 C -0.586 1.073 1.070
6 N 0.499 1.823 1.493
7 C 1.485 2.306 0.552
8 C 1.983 1.221 -0.436
9 O 2.983 1.725 -1.275
10 C 2.499 -0.020 0.317
11 O 3.804 0.261 0.773
12 C 2.524 -1.270 -0.589
13 O 3.357 -2.241 0.007
14 C 1.123 -1.865 -0.807
15 O 0.597 -2.353 0.408
16 C -1.242 1.336 -0.133
17 C -2.340 0.596 -0.539
18 C -3.005 0.908 -1.845
19 H -4.230 -2.014 0.600
20 H -3.804 -1.764 -1.096
21 H -4.881 -0.632 -0.288
22 H -2.553 -1.475 2.119
23 H -0.608 -0.163 2.826
24 H 0.903 1.474 2.351
25 H 1.071 3.133 -0.031
26 H 2.338 2.685 1.117
27 H 1.153 0.931 -1.087
28 H 3.807 1.687 -0.766
29 H 1.857 -0.238 1.184
30 H 4.287 -0.580 0.746
31 H 2.980 -1.004 -1.549
32 H 2.796 -2.754 0.608
33 H 1.221 -2.730 -1.470
34 H 0.454 -1.137 -1.273
35 H 0.057 -1.672 0.832
36 H -0.893 2.142 -0.760
37 H -2.987 0.038 -2.501
38 H -2.505 1.732 -2.347
39 H -4.048 1.179 -1.686

Output
**Gap between HOMO and LUMO**: 0.3190 Eh
**F_max**: 0.013 hartree/bohr
**E**: -23502.064 eV
**HOMO level**: -7.9 eV
**ΔE to the lowest compared entry with this formula, charge and spin**: 77.0 kJ/mol
**Structure (SMILES)**: Cc1ccc(NC[C@@H](O)[C@H](O)[C@@H](O)CO)cc1C